61
Properties=species:S:1:pos:R:3:forces:R:3 method="wB97M-V/def2-TZVPD" total_charge=+1 multiplicity=1 e_lumo_ha=-0.197 molar_mass_g_mol=399.6
C 1.354294 6.293564 1.292304 0.078 0.084 -0.226
N 2.200928 5.194773 1.732902 0.164 -0.479 -0.465
C 3.169438 5.545155 2.755245 -0.295 -0.369 0.222
C 1.845425 3.874186 1.488100 -0.453 0.236 0.035
C 1.679274 3.418584 0.148989 -0.173 -0.176 -0.024
C 1.305618 2.115622 -0.113372 0.278 0.257 0.047
C 0.959819 1.238556 0.945057 -0.354 -0.548 -0.418
C 0.768719 -0.172692 0.697848 0.758 0.649 1.048
C 0.053344 -1.101220 1.552712 0.413 -1.646 0.289
C 0.569922 -2.432988 1.320709 -1.131 0.742 0.948
C 0.164677 -3.518369 2.093372 0.508 0.717 -0.763
C -0.815983 -3.305206 3.066841 -0.175 0.446 -0.109
C -1.384380 -2.032669 3.240535 0.174 -0.197 0.287
C -0.933743 -0.920976 2.517948 0.042 0.126 -0.260
C 1.542821 -2.350593 0.236892 0.872 0.569 -0.569
C 1.677530 -0.962260 -0.134752 0.454 -1.520 -0.235
C 2.769572 -0.604029 -0.936004 -0.389 0.057 0.227
C 3.624994 -1.603562 -1.422875 -0.083 -0.218 0.143
C 3.427919 -2.960810 -1.104196 -0.121 0.802 -0.330
C 2.382579 -3.345500 -0.258799 -0.740 0.569 0.218
C 1.008206 1.733357 2.274703 0.157 0.157 0.074
C 1.561414 2.976215 2.546892 -0.066 -0.082 -0.213
H 0.771955 6.019818 0.405038 0.163 0.058 0.236
H 0.660658 6.617893 2.089035 0.134 -0.209 -0.191
H 2.003192 7.143738 1.058843 -0.227 -0.057 -0.139
H 3.984347 4.812909 2.741871 -0.097 0.245 0.085
H 3.556124 6.541524 2.508010 0.023 -0.307 0.180
H 2.720371 5.568985 3.757451 0.169 0.141 0.005
H 1.921333 4.091383 -0.672263 -0.102 -0.095 0.221
H 1.262972 1.739414 -1.140800 -0.055 0.292 0.388
H 0.608915 -4.492610 1.883556 -0.265 0.161 0.315
H -1.144116 -4.145199 3.677506 -0.029 0.272 -0.108
H -2.162807 -1.905357 3.992446 0.203 0.002 -0.222
H -1.345944 0.077966 2.671624 -0.097 -0.397 0.051
H 2.951600 0.454755 -1.127725 0.181 -0.451 -0.146
H 4.473333 -1.308329 -2.040596 -0.254 -0.156 0.143
H 4.091636 -3.708966 -1.524164 -0.011 0.100 0.098
H 2.191972 -4.387431 0.013226 0.331 0.351 -0.063
H 0.639812 1.114343 3.090130 0.369 0.069 -0.135
H 1.702043 3.318814 3.573722 -0.181 -0.178 -0.295
C -2.545732 -3.551252 -2.615556 -0.082 -0.481 -0.131
N -2.477641 -2.570294 -1.565119 -0.394 0.474 -0.063
C -2.090476 -3.009526 -0.268389 0.629 -0.158 0.534
C -2.621341 -1.222425 -1.732243 0.174 0.634 0.169
N -2.209904 -0.424302 -0.770793 0.035 -0.192 -1.072
N -3.279979 -0.853822 -2.919511 0.028 0.214 0.107
C -2.707845 -1.258844 -4.193188 0.061 -0.102 -0.720
C -3.976677 0.429734 -2.932465 0.374 -0.111 0.521
H -3.531203 -3.565798 -3.091829 0.175 -0.051 0.011
H -1.755471 -3.424007 -3.372119 -0.304 -0.074 0.235
H -2.378279 -4.528691 -2.166034 -0.104 0.012 0.046
H -2.395221 -2.260913 0.463605 0.019 -0.271 -0.013
H -2.535243 -3.977591 -0.040147 -0.087 -0.013 -0.026
H -1.005572 -3.106946 -0.214749 -0.056 -0.154 0.063
H -2.142080 0.551325 -1.075339 -0.672 -0.396 -0.018
H -1.603439 -1.250671 -4.187638 -0.317 0.122 -0.021
H -3.031210 -2.265518 -4.483010 0.110 0.493 -0.149
H -3.056962 -0.577693 -4.982882 0.194 -0.102 0.350
H -4.505400 0.520319 -1.974407 0.035 0.138 -0.352
H -3.264369 1.271426 -3.018035 -0.369 -0.036 -0.152
H -4.705737 0.442701 -3.758118 0.381 0.035 0.331

***

66
Properties=species:S:1:pos:R:3:forces:R:3 method="wB97M-V/def2-TZVPD" total_charge=0 multiplicity=1 e_lumo_ha=-0.018 molar_mass_g_mol=517.7 smiles="C=C(S(=O)(=O)c1ccccc1)S(=O)(=O)c1ccccc1.COC(=O)[C@H]1CCCN1C1=CCCCC1"
C 1.883098 -0.280013 0.058536 -0.295 0.460 -1.616
C 1.401107 -0.059442 -1.194530 0.887 0.110 0.620
S 0.959685 -1.391881 -2.324507 -0.575 -0.519 -1.401
O 0.355948 -2.386026 -1.475708 0.325 0.060 -0.147
O 0.257272 -0.865635 -3.486909 0.137 0.065 1.462
C 2.447810 -2.046321 -3.082581 0.315 -0.412 0.281
C 2.789003 -1.666204 -4.383324 0.092 0.417 0.064
C 4.005766 -2.083369 -4.925864 -0.115 -0.243 0.230
C 4.814055 -2.979493 -4.215681 -0.160 0.148 0.029
C 4.392691 -3.468692 -2.974636 -0.139 0.006 0.035
C 3.205953 -3.003506 -2.402546 0.123 0.285 -0.099
S 1.005482 1.624588 -1.777729 -0.444 0.829 -0.187
O 1.773518 2.538023 -0.955546 -0.335 -0.692 -0.287
O -0.438130 1.678770 -1.823145 0.587 -0.021 0.407
C 1.508884 1.875308 -3.499410 0.486 -0.039 0.097
C 0.516206 2.001010 -4.466887 0.109 -0.157 -0.353
C 0.876513 2.147114 -5.813131 -0.106 0.017 0.491
C 2.220989 2.170652 -6.179221 0.027 -0.035 -0.075
C 3.210297 2.115873 -5.196668 0.057 0.058 0.431
C 2.858369 2.014598 -3.841581 -0.264 -0.345 -0.299
H 2.104104 -1.287032 0.429086 -0.384 0.332 -0.238
H 2.123315 0.564663 0.717341 -0.173 -0.284 -0.410
H 2.111676 -1.040412 -4.967371 0.263 -0.014 0.340
H 4.303782 -1.704195 -5.906062 -0.082 -0.257 0.298
H 5.767053 -3.307091 -4.637616 -0.330 0.079 0.141
H 4.983595 -4.216355 -2.440116 -0.158 0.271 -0.224
H 2.847052 -3.377986 -1.444811 0.185 0.086 -0.156
H -0.527261 1.972824 -4.178680 0.122 -0.142 0.023
H 0.083998 2.228262 -6.557376 0.287 -0.017 0.145
H 2.497731 2.239730 -7.238820 -0.098 -0.005 0.507
H 4.268126 2.149349 -5.471395 -0.392 0.068 0.085
H 3.611121 2.018290 -3.058793 -0.021 -0.094 -0.142
C -3.204310 0.256904 -0.995362 0.029 0.093 -0.019
O -3.165434 1.082218 0.189880 -0.005 -0.194 0.464
C -3.414404 0.389998 1.317216 -0.310 -1.487 -0.459
O -3.753579 -0.782986 1.285801 0.245 1.270 0.314
C -3.251686 1.221945 2.578616 0.355 0.492 -0.533
C -4.569596 1.967199 2.874175 -0.041 0.133 -0.494
C -4.796690 1.848365 4.377284 -0.164 0.043 0.124
C -3.643171 1.003965 4.925463 0.691 0.118 0.195
N -2.907014 0.470941 3.758060 -1.308 0.286 -0.299
C -1.639602 -0.117013 3.841132 1.644 -2.016 -0.304
C -1.181436 -1.141884 3.006255 -1.536 1.534 1.487
C -0.153923 -2.139783 3.470118 0.728 -0.574 0.077
C 0.648091 -1.713989 4.719087 -0.186 -0.097 0.030
C 0.678440 -0.199271 4.846323 -0.080 0.014 -0.055
C -0.738931 0.361895 4.994812 -0.157 -0.327 0.067
H -3.112892 0.947938 -1.837501 0.005 -0.217 0.231
H -2.349075 -0.433871 -0.964575 -0.352 0.176 -0.138
H -4.145004 -0.307546 -1.019196 0.325 0.162 -0.107
H -2.452325 1.955952 2.368369 -0.185 -0.075 -0.128
H -4.443722 3.007788 2.552577 -0.264 -0.255 0.030
H -5.416631 1.525077 2.326235 0.385 0.180 0.076
H -4.811581 2.837000 4.846985 0.009 -0.203 -0.003
H -5.766487 1.382098 4.579431 0.222 0.039 0.002
H -2.997254 1.646988 5.537010 0.050 -0.072 0.015
H -4.034875 0.230751 5.597997 0.302 -0.186 -0.302
H -1.809098 -1.470134 2.169318 0.221 0.213 0.472
H -0.735105 -3.032521 3.786311 0.232 0.299 -0.478
H 0.553411 -2.515658 2.686025 -0.662 0.513 0.291
H 0.169317 -2.149046 5.607451 0.091 0.179 -0.057
H 1.661790 -2.131296 4.685373 -0.153 0.110 -0.026
H 1.320701 0.106971 5.678621 -0.129 0.053 -0.077
H 1.096080 0.205918 3.919316 0.140 0.109 0.078
H -0.689563 1.468050 5.040213 -0.205 -0.431 -0.223
H -1.163250 0.041638 5.966862 0.129 0.103 -0.303

***

63
Properties=species:S:1:pos:R:3:forces:R:3 method="wB97M-V/def2-TZVPD" total_charge=+2 multiplicity=1 e_lumo_ha=-0.258 molar_mass_g_mol=944.7
Pt 0.083636 -0.224906 0.120004 -0.124 1.283 -0.317
C 0.862055 -0.565803 3.797347 -0.202 -0.025 0.189
As -0.422417 -0.641997 2.359810 0.559 -0.416 0.820
C -1.775409 0.653610 2.817337 0.048 0.047 0.105
C -1.333381 -2.325170 2.560646 -0.102 -0.020 -0.106
C -1.703788 -2.843656 3.795543 0.027 -0.023 0.069
C -2.409391 -4.035889 3.847143 -0.025 -0.062 -0.033
C -2.749352 -4.706020 2.678177 0.001 0.006 0.015
C -2.386664 -4.188695 1.443819 -0.048 0.035 0.020
C -1.680806 -2.991712 1.390839 0.057 -0.008 0.061
As -1.103502 -2.210001 -0.267922 -0.398 -0.495 -0.069
C -2.662079 -2.174951 -1.401034 0.010 -0.158 -0.051
C 0.107262 -3.515542 -1.015670 -0.091 0.006 -0.155
H 0.325364 -0.662298 4.742512 0.083 -0.021 -0.008
H 1.376169 0.392155 3.784766 -0.025 0.000 -0.008
H 1.576903 -1.380974 3.695151 -0.028 0.036 -0.006
H -2.180654 0.365656 3.787839 -0.046 0.074 -0.015
H -2.564908 0.627553 2.068866 -0.008 -0.002 0.015
H -1.346323 1.652695 2.876832 -0.008 -0.018 -0.008
H -1.453427 -2.341735 4.723476 0.020 0.028 -0.064
H -2.697138 -4.448710 4.803486 -0.009 0.000 0.035
H -3.300214 -5.634897 2.730266 0.003 -0.014 0.003
H -2.661968 -4.724238 0.542450 0.022 0.033 -0.009
H -2.970627 -3.198604 -1.615996 -0.030 0.055 -0.002
H -2.429923 -1.669570 -2.338623 -0.007 -0.045 0.014
H -3.465737 -1.650258 -0.887311 0.006 -0.001 -0.017
H -0.403665 -4.479162 -0.994921 0.080 0.008 -0.018
H 1.007985 -3.559818 -0.406459 -0.039 -0.009 -0.005
H 0.359266 -3.258391 -2.044409 -0.003 -0.003 0.061
C -1.145733 3.330153 -1.629763 -0.053 -0.079 -0.111
Te -1.586924 1.259427 -1.409835 0.517 -0.643 -0.504
C -0.621332 1.025211 -3.316427 0.059 0.169 -0.064
C -0.740818 2.388692 -3.950627 -0.041 0.166 0.263
C -0.578390 2.569194 -5.318250 -0.014 0.000 -0.049
C -0.641515 3.839195 -5.863846 -0.018 0.156 0.021
C -0.867907 4.942124 -5.048345 0.004 -0.091 0.020
C -1.032868 4.771069 -3.683771 0.055 -0.109 -0.040
C -0.961418 3.496669 -3.127085 0.039 0.050 -0.038
H -0.297048 3.637604 -1.021398 0.078 -0.006 -0.089
H -2.039268 3.847719 -1.284454 0.065 0.062 0.067
H -1.096922 0.219401 -3.870425 -0.079 0.084 -0.099
H 0.427256 0.766718 -3.150289 -0.168 -0.073 0.070
H -0.407877 1.718901 -5.964477 0.001 -0.068 0.000
H -0.523401 3.975111 -6.929408 0.004 -0.020 -0.029
H -0.926622 5.932713 -5.475995 -0.003 0.017 -0.023
H -1.220377 5.626283 -3.048426 -0.007 0.038 0.017
C 3.416492 0.460056 -0.950013 0.047 0.113 -0.052
Te 2.027090 1.560155 0.241123 -0.410 0.182 0.153
C 3.317523 1.012939 1.845657 0.094 -0.185 -0.006
C 4.669389 0.910201 1.179503 -0.108 0.036 -0.057
C 5.852089 1.059618 1.890078 0.030 0.013 0.037
C 7.069886 0.944841 1.239269 0.042 -0.002 -0.080
C 7.112395 0.696522 -0.126515 -0.038 0.019 0.010
C 5.934486 0.553341 -0.843308 -0.031 -0.052 0.132
C 4.711256 0.646150 -0.187912 0.050 -0.114 -0.176
H 3.456695 0.901809 -1.943946 -0.031 -0.017 0.015
H 3.078230 -0.575033 -1.027772 0.108 0.019 0.059
H 2.975598 0.050229 2.224643 0.039 0.062 0.037
H 3.271588 1.765138 2.630962 0.048 -0.016 -0.016
H 5.827646 1.273332 2.950405 -0.024 0.010 0.033
H 7.990242 1.067504 1.792648 0.004 0.003 0.024
H 8.062442 0.628496 -0.637850 0.014 0.000 0.008
H 5.966853 0.370147 -1.908610 0.001 -0.012 -0.047

***

Computed strongest force on any atom (eV Å⁻¹) in order:
1.72; 2.63; 1.33
Computed ΔE to the lowest compared entry with this formula, charge and spin (eV) in order:
2.450; 0.193; 1.131